# 1
{"formula": "C20H26N2O4", "method": "wB97M-V/def2-TZVPD", "elements": ["C", "C", "O", "C", "C", "C", "C", "O", "C", "C", "C", "C", "O", "N", "C", "C", "C", "C", "C", "C", "O", "N", "C", "C", "C", "C", "H", "H", "H", "H", "H", "H", "H", "H", "H", "H", "H", "H", "H", "H", "H", "H", "H", "H", "H", "H", "H", "H", "H", "H", "H", "H"], "positions_angstrom": [[-7.78, -1.55, -0.13], [-6.30, -1.78, 0.13], [-5.88, -2.89, 0.38], [-5.42, -0.60, 0.08], [-4.06, -0.78, 0.36], [-3.16, 0.26, 0.33], [-3.62, 1.55, 0.02], [-2.85, 2.67, -0.03], [-1.46, 2.57, 0.19], [-0.71, 2.04, -1.04], [0.78, 1.90, -0.76], [1.08, 0.77, 0.22], [0.22, 0.03, 0.67], [2.38, 0.68, 0.57], [2.90, -0.42, 1.33], [3.89, -1.26, 0.50], [5.17, -0.49, 0.36], [6.43, -0.78, 0.80], [7.24, 0.32, 0.43], [6.42, 1.20, -0.20], [5.16, 0.72, -0.24], [3.33, -1.58, -0.82], [2.15, -2.42, -0.71], [4.31, -2.20, -1.68], [-4.97, 1.74, -0.26], [-5.86, 0.69, -0.23], [-8.30, -2.50, -0.04], [-7.92, -1.15, -1.13], [-8.18, -0.84, 0.59], [-3.72, -1.78, 0.60], [-2.13, 0.07, 0.55], [-1.15, 3.60, 0.40], [-1.25, 1.96, 1.06], [-0.87, 2.72, -1.87], [-1.12, 1.06, -1.31], [1.31, 1.67, -1.69], [1.19, 2.83, -0.36], [3.06, 1.23, 0.06], [3.43, -0.04, 2.22], [2.05, -1.02, 1.66], [4.13, -2.18, 1.07], [6.74, -1.67, 1.31], [8.29, 0.44, 0.61], [6.59, 2.16, -0.64], [2.36, -3.37, -0.19], [1.80, -2.65, -1.72], [1.35, -1.90, -0.20], [5.15, -1.53, -1.84], [3.85, -2.40, -2.65], [4.69, -3.15, -1.28], [-5.31, 2.74, -0.50], [-6.90, 0.88, -0.45]], "mulliken_charge": [-1.368, 1.007, -0.623, 0.084, -0.945, -0.251, 0.852, -0.423, -0.735, -0.568, -0.951, 0.842, -0.684, -0.003, -1.430, 0.841, -0.249, -0.781, -0.418, -0.593, -0.282, 0.075, -1.062, -0.978, -1.034, -0.324, 0.338, 0.364, 0.370, 0.465, 0.486, 0.353, 0.405, 0.378, 0.312, 0.436, 0.388, 0.252, 0.423, 0.470, 0.367, 0.504, 0.441, 0.485, 0.342, 0.374, 0.281, 0.277, 0.362, 0.354, 0.425, 0.347], "homo_energy_ev": -8.3801, "e_above_lowest_kcal_mol": 56.1, "lumo_energy_ev": 0.7, "multiplicity": 1, "gap_ev": 9.04, "max_force_ev_per_a": 1.24}

# 2
{"formula": "C20H26N2O5", "method": "wB97M-V/def2-TZVPD", "elements": ["C", "C", "C", "C", "O", "C", "C", "C", "C", "C", "C", "H", "H", "C", "O", "N", "H", "N", "C", "O", "C", "H", "C", "H", "C", "H", "H", "C", "H", "C", "H", "H", "C", "H", "H", "C", "C", "O", "O", "H", "H", "H", "H", "H", "H", "H", "H", "H", "H", "H", "H", "H", "H"], "positions_angstrom": [[8.94, -0.44, -1.31], [8.87, 0.08, 0.03], [7.61, 1.01, 0.19], [6.23, 0.07, 0.04], [5.12, 0.77, 0.28], [3.78, 0.37, 0.42], [3.39, -0.96, 0.15], [2.13, -1.18, -0.16], [1.09, -0.30, 0.23], [1.53, 0.93, 0.70], [2.76, 1.56, 0.74], [3.00, 2.46, 0.91], [0.76, 1.52, 0.85], [-0.23, -0.72, 0.30], [-0.61, -1.80, -0.52], [-1.22, -0.19, 1.16], [-0.97, 0.58, 1.54], [-2.53, -0.54, 0.99], [-3.32, 0.50, 1.24], [-3.15, 1.45, 2.04], [-4.92, 0.04, 0.92], [-5.53, 0.29, 2.11], [-5.17, -1.23, 0.48], [-4.62, -2.09, 1.03], [-5.03, -0.93, -1.33], [-3.96, -0.75, -1.41], [-5.33, -2.15, -1.68], [-6.02, 0.19, -1.13], [-6.33, 0.46, -1.96], [-7.25, -0.68, -0.40], [-7.94, 0.20, -0.06], [-7.88, -1.20, -1.35], [-6.64, -1.56, 0.58], [-6.92, -2.77, 0.29], [-7.05, -1.48, 1.58], [-5.42, 1.21, -0.03], [-4.39, 1.88, -0.89], [-3.34, 1.52, -0.84], [-4.86, 3.17, -0.86], [-4.27, 3.80, -1.21], [-6.14, 1.59, 0.50], [-2.77, -1.15, 0.45], [1.78, -2.24, -0.32], [4.19, -1.69, -0.28], [5.94, -0.17, -1.04], [6.36, -0.83, 0.72], [7.52, 1.63, -0.46], [7.59, 1.21, 1.26], [8.73, -0.66, 0.63], [9.45, 0.78, 0.33], [9.87, -0.89, -1.54], [8.13, -1.11, -1.69], [9.03, 0.44, -2.20]], "mulliken_charge": [-0.962, -0.772, -1.111, -0.563, -0.332, 0.719, -0.239, -0.540, 0.911, -0.303, -1.658, 0.666, 0.562, 0.082, -0.754, -0.392, 0.284, 0.137, -0.164, -0.727, 0.676, 0.472, -0.720, 0.297, -0.652, 0.455, 0.291, -1.323, 1.285, -0.568, 0.299, 0.277, -0.888, 0.249, 0.439, -0.568, 0.126, -0.358, -0.480, 0.348, 0.959, 0.379, 0.334, 0.280, 0.447, 0.254, 0.744, 0.343, 0.455, 0.433, 0.390, 0.271, 0.207], "homo_energy_ev": -8.4042, "e_above_lowest_kcal_mol": 423.0, "lumo_energy_ev": 0.0, "multiplicity": 1, "gap_ev": 8.41, "max_force_ev_per_a": 15.50}

# 3
{"formula": "C20H26N4O", "method": "wB97M-V/def2-TZVPD", "elements": ["C", "C", "C", "C", "C", "C", "O", "C", "C", "N", "C", "C", "N", "H", "H", "H", "H", "H", "H", "H", "H", "H", "H", "H", "H", "H", "H", "H", "H", "C", "C", "C", "N", "C", "C", "H", "H", "H", "H", "H", "C", "C", "C", "N", "C", "C", "H", "H", "H", "H", "H"], "positions_angstrom": [[3.35, -0.21, -0.43], [2.00, -0.35, 0.30], [2.10, -1.51, 1.32], [1.59, 0.96, 0.99], [1.66, 2.21, 0.10], [0.25, 0.89, 1.73], [-0.92, 1.27, 1.00], [-1.47, 0.41, 0.05], [-0.84, 0.54, -1.29], [-0.35, 0.66, -2.32], [-1.53, -1.06, 0.48], [-2.33, -1.85, -0.45], [-2.97, -2.46, -1.18], [4.17, -0.53, 0.21], [3.56, 0.81, -0.74], [3.37, -0.84, -1.32], [1.26, -0.65, -0.44], [2.86, -2.23, 1.03], [1.16, -2.05, 1.46], [2.39, -1.12, 2.31], [2.32, 1.09, 1.80], [2.57, 2.78, 0.27], [0.80, 2.87, 0.25], [1.64, 1.94, -0.96], [0.10, -0.08, 2.22], [0.28, 1.63, 2.54], [-2.50, 0.75, -0.09], [-0.54, -1.50, 0.57], [-2.01, -1.12, 1.47], [-4.35, -5.41, 3.17], [-3.65, -4.82, 2.13], [-2.61, -3.97, 2.44], [-2.24, -3.67, 3.68], [-2.92, -4.24, 4.67], [-3.98, -5.12, 4.47], [-5.18, -6.08, 2.97], [-3.91, -5.02, 1.09], [-2.03, -3.50, 1.65], [-2.61, -3.99, 5.68], [-4.50, -5.55, 5.31], [1.09, 4.74, -5.49], [1.87, 5.69, -4.83], [2.27, 5.42, -3.53], [1.94, 4.31, -2.87], [1.20, 3.41, -3.52], [0.75, 3.58, -4.82], [0.76, 4.91, -6.51], [2.16, 6.61, -5.32], [2.88, 6.13, -2.99], [0.94, 2.51, -2.97], [0.15, 2.82, -5.29]], "mulliken_charge": [-1.652, 1.223, -1.706, 0.604, -1.511, -0.944, -0.443, 0.507, -0.057, -0.500, 0.034, -0.075, -0.510, 0.381, 0.402, 0.380, -0.115, 0.464, 0.341, 0.319, 0.449, 0.429, 0.362, 0.101, 0.424, 0.377, 0.459, -0.168, 0.449, -0.241, -0.674, 0.058, -0.459, -0.203, -0.365, 0.376, 0.386, 0.380, 0.356, 0.352, -0.259, -0.367, -0.256, -0.270, 0.284, -0.700, 0.373, 0.357, 0.355, 0.125, 0.368], "homo_energy_ev": -9.5023, "e_above_lowest_kcal_mol": 89.4, "lumo_energy_ev": 0.7, "multiplicity": 1, "gap_ev": 10.17, "max_force_ev_per_a": 0.35}

# 4
{"formula": "C20H26N4O3S", "method": "wB97M-V/def2-TZVPD", "elements": ["C", "C", "O", "C", "O", "C", "C", "C", "C", "C", "N", "C", "O", "C", "S", "C", "N", "N", "C", "C", "C", "C", "C", "C", "C", "N", "C", "C", "H", "H", "H", "H", "H", "H", "H", "H", "H", "H", "H", "H", "H", "H", "H", "H", "H", "H", "H", "H", "H", "H", "H", "H", "H", "H"], "positions_angstrom": [[2.75, 4.39, -1.55], [2.37, 3.83, -0.18], [2.72, 2.45, -0.08], [3.99, 2.16, 0.26], [4.82, 3.00, 0.51], [4.24, 0.70, 0.30], [5.47, 0.25, 0.77], [5.73, -1.10, 0.84], [4.78, -2.02, 0.43], [3.55, -1.58, -0.05], [2.54, -2.44, -0.48], [2.49, -3.79, -0.39], [3.35, -4.52, 0.05], [1.18, -4.35, -0.94], [-0.22, -4.13, 0.21], [-0.72, -2.52, -0.21], [-0.07, -1.68, -0.97], [-0.79, -0.55, -1.03], [-1.86, -0.70, -0.32], [-2.88, 0.38, -0.18], [-4.19, 0.03, -0.90], [-5.14, 1.23, -0.84], [-5.41, 1.63, 0.61], [-4.10, 1.96, 1.32], [-3.15, 0.77, 1.28], [-1.88, -1.95, 0.24], [-2.81, -2.59, 1.12], [3.28, -0.22, -0.11], [2.41, 5.42, -1.62], [2.27, 3.81, -2.33], [3.82, 4.36, -1.68], [2.89, 4.38, 0.61], [1.29, 3.86, -0.02], [6.20, 0.98, 1.09], [6.68, -1.45, 1.20], [4.98, -3.08, 0.48], [1.70, -1.97, -0.84], [0.90, -3.89, -1.88], [1.27, -5.43, -1.05], [-2.44, 1.24, -0.69], [-4.67, -0.83, -0.43], [-3.98, -0.23, -1.94], [-6.08, 0.97, -1.34], [-4.70, 2.07, -1.37], [-6.07, 2.50, 0.63], [-5.91, 0.81, 1.13], [-4.30, 2.23, 2.36], [-3.63, 2.82, 0.84], [-3.61, -0.07, 1.81], [-2.21, 1.01, 1.77], [-2.58, -2.35, 2.16], [-2.74, -3.67, 0.98], [-3.83, -2.27, 0.89], [2.33, 0.13, -0.48]], "mulliken_charge": [-1.107, -0.278, -0.291, 0.420, -0.636, 0.041, -0.681, -0.590, -0.630, 0.543, 0.073, 0.715, -0.643, -0.875, -0.222, 0.539, -0.284, -0.945, -0.325, 0.646, -0.566, -0.758, -0.601, -0.774, -0.719, 0.186, -0.916, -0.498, 0.393, 0.285, 0.311, 0.320, 0.310, 0.470, 0.396, 0.546, 0.188, 0.377, 0.439, 0.313, 0.092, 0.372, 0.379, 0.356, 0.323, 0.314, 0.372, 0.360, 0.225, 0.386, 0.286, 0.353, 0.333, 0.674], "homo_energy_ev": -8.3226, "e_above_lowest_kcal_mol": 20.0, "lumo_energy_ev": 0.4, "multiplicity": 1, "gap_ev": 8.71, "max_force_ev_per_a": 1.12}